1.
A cluster of 2 separate species, H3NO3PS in total in a non-equilibrium geometry, computed with the ωB97M-V functional and the def2-TZVPD basis.

Calculated values
* largest force on an atom: 4.0 eV/Å
* net charge: -1
* energy relative to the best compared isomer or geometry (same formula, charge and spin): 69.74 kcal per mole
* 2S+1: 1
* calculated total energy: -1021.77714 hartree

Structure (XYZ):
```
9
Properties=species:S:1:pos:R:3:forces:R:3:mulliken_charge:R:1
P 1.098 0.820 -0.658 -1.4 -3.0 1.0 0.002
H -0.439 -1.746 -0.607 -2.4 0.6 0.5 0.245
O -1.739 0.393 -0.265 0.5 0.3 0.9 -0.611
O -0.416 0.079 1.827 -0.4 0.5 -0.7 -0.578
S -0.707 0.905 0.657 0.0 -1.6 -1.0 0.923
O -0.788 2.315 0.910 -0.2 1.4 0.4 -0.609
H 0.672 -1.336 -1.604 0.0 -0.5 -1.6 0.198
N 0.528 -1.755 -0.710 3.3 2.2 0.3 -0.658
H 1.791 0.324 0.450 0.6 0.2 0.2 0.088
```
Positions in Å, forces in eV/Å.

2.
A cluster of 2 separate species, C3H6NO4 in total in a non-equilibrium geometry, computed with the ωB97M-V functional and the def2-TZVPD basis.

Calculated values
* largest force on an atom: 6.7 eV/Å
* net charge: -1
* energy relative to the best compared isomer or geometry (same formula, charge and spin): 44.67 kcal per mole
* 2S+1: 1
* calculated total energy: -473.70366 hartree

Structure (XYZ):
```
14
Properties=species:S:1:pos:R:3:forces:R:3:mulliken_charge:R:1
H -1.794 1.984 0.296 0.2 -1.4 -2.1 0.270
N -0.201 -0.437 -0.193 -2.2 3.1 0.4 -0.209
O 0.681 -0.843 1.823 -1.2 1.3 1.3 -0.725
C -0.564 0.573 -1.089 -0.7 -2.2 2.3 0.419
O -0.118 0.539 -2.202 0.7 0.7 -2.2 -0.651
H -2.597 0.758 -0.828 -0.4 -0.4 0.6 0.228
H -1.942 2.143 -1.481 0.3 0.6 -0.9 0.360
C -0.201 -0.091 1.331 1.9 -2.4 -3.1 0.531
H 2.505 -0.869 0.070 -1.5 5.0 3.3 0.287
H 0.465 -1.029 -0.599 1.2 -0.8 -0.2 0.319
C -1.753 1.423 -0.715 -0.4 1.8 1.0 -0.860
O 2.653 -1.629 -0.337 3.5 -3.5 -4.5 -0.633
H 2.096 -2.290 -0.042 -1.9 -1.6 1.4 0.303
O -0.993 0.800 1.561 0.5 -0.4 2.7 -0.638
```
Positions in Å, forces in eV/Å.

3.
A structure of composition C5H3O6Sm in a non-equilibrium geometry, computed with the ωB97M-V functional and the def2-TZVPD basis.

Calculated values
* expectation value of S²: 8.8048
* largest force on an atom: 7.1 eV/Å
* net charge: +2
* energy relative to the best compared isomer or geometry (same formula, charge and spin): 0.00 kcal per mole
* 2S+1: 6
* calculated total energy: -1301.05481 hartree

Structure (XYZ):
```
15
Properties=species:S:1:pos:R:3:forces:R:3:lowdin_spin:R:1
C 2.448 0.141 -0.987 4.8 0.8 -2.1 -0.007
C -0.343 -2.096 -1.537 -1.2 -4.2 -4.1 -0.006
Sm 0.163 -0.337 0.274 0.4 -0.5 0.2 5.155
H 1.537 -1.276 2.947 -0.4 -0.2 0.0 0.000
C -2.030 0.151 0.016 0.2 -0.7 1.7 -0.067
O -0.600 1.830 -2.994 0.1 -2.1 3.0 -0.001
O 0.649 -1.291 2.539 0.0 0.6 0.2 -0.006
O 0.299 3.312 0.806 -0.1 -5.9 -0.5 0.001
C 0.276 2.153 0.699 0.2 7.1 0.7 -0.008
C -0.466 1.160 -2.074 0.5 2.1 -3.1 -0.012
O -0.581 -2.901 -2.330 1.0 3.5 3.4 0.001
O 3.481 0.322 -1.458 -4.0 -0.7 1.7 0.000
O -1.839 -0.415 1.132 -1.7 0.7 -1.1 -0.038
H -3.012 0.502 -0.325 -0.2 -0.2 0.5 -0.012
H 0.017 -1.253 3.290 0.3 -0.2 -0.5 0.000
```
Positions in Å, forces in eV/Å.

4.
A structure of composition C3H7AlF8P in a non-equilibrium geometry, computed with the ωB97M-V functional and the def2-TZVPD basis.

Calculated values
* largest force on an atom: 4.4 eV/Å
* net charge: -1
* 2S+1: 1
* calculated total energy: -1501.44671 hartree

Structure (XYZ):
```
20
Properties=species:S:1:pos:R:3:forces:R:3:mulliken_charge:R:1
C 0.387 0.394 -1.283 2.1 -0.3 0.1 -0.616
F 1.780 1.813 2.066 1.2 -0.8 1.4 -0.473
P -1.509 0.027 -1.319 2.2 0.2 0.2 0.051
H -1.333 -0.727 -0.072 -0.6 0.5 -0.8 0.095
H 0.664 1.344 -0.623 -0.5 -2.2 -1.1 0.329
H -1.858 1.428 -1.314 -0.3 -0.8 0.0 0.060
F -3.945 -0.037 0.038 0.8 -1.5 -4.1 -0.261
H -1.343 -0.606 -2.620 -0.6 0.2 0.8 0.061
F 3.710 2.329 4.224 -1.0 -1.5 -1.1 -0.475
F -4.152 -0.043 -2.441 1.4 -1.9 3.6 -0.244
F 1.851 0.059 4.426 1.2 1.2 -1.3 -0.501
F 4.050 -0.010 2.475 -1.4 1.3 1.0 -0.498
C 1.099 -0.997 -0.691 -1.3 0.6 0.0 -0.371
H 0.338 -1.887 -0.916 1.6 1.6 0.7 0.290
F 1.200 -0.874 0.781 0.0 -0.5 -3.3 -0.260
F -3.354 -2.030 -1.151 -1.0 4.2 -0.7 -0.265
H 2.097 -1.271 -1.238 -1.6 0.8 1.7 0.255
Al 2.848 1.048 3.298 0.0 -0.2 0.0 0.950
C -3.377 -0.524 -1.274 -1.2 -0.7 1.2 0.537
H 0.848 0.566 -2.365 -1.1 -0.3 2.1 0.333
```
Positions in Å, forces in eV/Å.

5.
A structure of composition C31H116F6N59O33S2 in a non-equilibrium geometry, computed with the ωB97M-V functional and the def2-TZVPD basis.

Calculated values
* largest force on an atom: 10.3 eV/Å
* net charge: -1
* 2S+1: 1
* calculated total energy: -8360.68474 hartree

Structure (XYZ):
```
247
Properties=species:S:1:pos:R:3:forces:R:3:mulliken_charge:R:1
H 20.327 14.878 12.581 0.6 0.0 0.0 -0.574
O 20.014 17.931 19.492 0.0 -0.1 -0.5 -0.269
H 18.216 8.954 18.911 -0.3 0.4 0.0 0.187
H 18.579 15.415 14.211 0.2 -0.3 0.1 0.210
O 13.982 13.596 22.254 -0.5 0.4 -0.7 -0.793
N 22.161 20.344 10.987 -3.5 -3.4 4.8 -0.069
H 10.837 12.458 20.617 0.0 0.6 -0.5 0.236
N 16.025 19.178 19.638 -0.1 -1.1 -2.3 1.756
O 24.150 12.677 20.121 0.5 -5.1 -2.1 -0.687
H 21.968 10.282 15.206 0.3 0.4 -0.3 0.265
N 16.244 19.357 14.365 -2.1 -7.0 3.6 0.078
N 16.001 14.322 22.858 2.2 1.7 1.1 -0.159
H 18.039 22.024 19.955 -0.5 -0.3 -0.8 0.057
F 20.968 19.657 16.876 -0.6 0.8 0.9 -0.680
C 11.654 14.164 19.851 -9.4 -1.0 -1.6 0.486
C 17.705 11.200 15.001 -2.4 1.3 -1.2 0.450
H 20.094 17.986 13.046 0.0 0.2 0.5 -0.079
H 13.451 15.695 22.133 -0.5 -0.4 0.3 0.020
F 21.011 17.830 15.923 0.3 -1.6 -0.3 0.128
O 26.049 18.346 18.868 -0.1 -2.5 0.3 -0.691
C 23.029 17.902 12.927 0.6 0.8 -0.2 0.292
H 16.932 20.288 22.344 0.1 -0.7 0.2 0.257
O 20.567 13.752 14.403 0.2 -1.3 -2.8 -0.781
N 20.802 22.171 20.332 -2.8 0.9 3.3 -0.240
N 25.032 19.291 17.089 -0.5 -0.6 -0.8 -0.085
N 22.091 11.075 15.820 2.3 -1.3 -5.4 -0.122
H 19.094 11.330 22.798 -0.6 -0.5 0.0 0.194
N 22.080 16.883 24.146 0.7 -1.5 3.7 -0.181
H 18.124 23.679 19.704 -0.2 0.0 -0.3 0.338
H 22.688 19.272 9.012 0.2 0.4 -0.4 0.117
N 19.040 16.602 17.579 -2.7 -2.6 2.2 -1.243
C 13.612 20.588 17.707 2.7 0.8 -1.5 0.567
H 13.414 14.275 20.454 0.6 0.4 -0.1 0.130
O 23.470 16.656 22.379 -0.5 0.1 -0.1 -0.878
H 20.880 13.405 9.753 -0.3 -0.3 -0.7 0.129
N 14.173 21.576 17.078 1.2 2.5 -0.9 -0.314
H 22.809 11.773 15.686 0.0 -0.3 -0.4 0.159
H 25.600 20.563 19.927 0.1 -0.3 -0.4 0.201
O 19.281 24.753 12.212 1.0 1.1 -1.9 -0.756
H 21.211 14.364 23.616 -0.2 0.6 0.8 0.150
H 23.258 23.578 15.662 -0.2 0.0 -0.4 0.033
H 20.735 21.585 21.152 -0.8 0.4 0.0 0.052
H 18.598 16.712 10.488 0.2 0.1 -0.1 0.236
C 23.869 13.663 20.700 2.4 0.8 -0.6 0.562
C 21.005 18.363 17.120 -0.7 1.0 1.2 -0.914
N 21.894 11.855 17.774 1.8 3.9 3.6 0.097
N 15.893 12.459 21.693 0.6 -0.5 -0.2 0.067
H 22.911 14.093 13.087 -0.5 0.2 1.0 0.187
O 21.943 17.927 12.358 -0.4 -0.6 -0.3 -0.760
H 16.246 15.482 16.373 -0.4 0.1 -0.4 0.002
S 17.959 15.891 18.728 -0.3 -0.8 0.1 0.127
N 15.723 16.081 15.749 3.8 -1.6 -4.7 0.322
H 24.824 16.251 18.230 -0.7 0.0 1.3 0.086
O 16.734 21.450 14.614 0.1 2.1 2.0 -0.862
C 16.594 20.468 13.921 0.9 3.6 -0.5 0.500
H 12.534 12.575 20.477 -0.2 -0.6 0.2 0.120
O 14.575 17.673 22.843 0.7 0.2 -0.2 -0.671
H 16.628 16.728 23.101 -0.2 0.7 0.3 -0.249
O 18.488 19.020 17.903 1.6 -1.6 -0.2 0.128
C 10.491 16.899 16.211 1.8 -3.6 -1.1 0.613
H 17.106 24.358 13.147 0.4 0.0 0.4 0.183
O 17.188 17.128 12.376 -4.0 -0.1 0.3 -0.722
N 20.417 13.798 23.882 2.6 5.7 3.2 -0.265
H 16.933 13.937 22.901 0.2 1.1 0.6 -0.193
H 9.464 18.483 17.107 0.5 -0.4 0.1 0.121
C 21.522 10.971 16.945 -3.3 -1.2 2.1 0.592
H 19.539 12.007 14.523 -0.2 0.1 0.1 -0.017
H 15.984 19.196 15.328 0.1 0.4 0.0 -0.305
H 11.839 19.941 18.065 -0.3 0.7 0.4 0.120
N 23.733 14.237 13.656 -3.2 2.0 2.5 0.828
H 14.189 9.534 17.897 0.3 0.5 0.5 0.202
O 18.209 10.337 21.644 -0.8 1.2 2.4 -0.897
N 12.764 14.654 19.780 8.9 5.2 -0.5 0.027
H 25.745 14.119 21.112 -0.3 0.2 0.3 0.209
H 20.047 17.349 11.181 -0.3 0.1 0.2 0.049
C 24.530 14.891 16.879 -1.7 -0.1 2.3 0.923
O 19.282 17.618 24.488 2.3 1.1 2.8 -0.846
N 11.505 16.903 17.104 -0.3 0.7 -0.1 0.171
N 20.739 14.650 16.332 1.1 1.3 3.9 1.651
H 22.683 12.414 17.483 0.2 0.6 1.1 -0.059
H 21.292 17.397 24.511 -0.2 -0.6 0.5 0.202
H 21.830 19.417 10.759 0.0 0.3 0.7 0.087
H 25.166 18.423 16.590 -0.3 0.8 -0.2 -0.022
H 16.871 12.337 21.914 -0.1 -0.2 -0.2 -0.134
H 15.025 21.229 16.661 0.1 1.3 -0.6 -0.124
H 23.738 14.870 14.443 -0.6 0.0 -0.4 -0.786
H 17.836 12.307 13.242 -0.2 0.1 -0.2 0.278
H 12.196 16.170 17.035 -0.1 0.5 0.2 -0.089
C 20.153 14.563 15.206 0.3 -1.4 -2.6 0.961
H 17.604 20.691 17.879 0.2 0.6 0.7 -0.320
N 19.178 15.430 15.024 -2.2 1.3 -1.0 0.706
O 10.627 14.729 19.479 -1.3 1.4 0.0 -0.802
H 23.588 23.471 13.984 0.1 0.2 0.2 0.336
O 25.858 14.741 13.024 -0.1 -0.4 0.6 -0.776
N 17.743 23.582 13.254 -4.0 0.9 0.9 -0.216
N 16.130 12.051 18.271 2.4 2.5 -0.7 0.871
H 21.253 12.080 18.521 0.6 0.0 0.0 -0.415
N 18.060 22.768 19.273 1.4 1.7 4.7 -0.111
H 18.641 17.950 14.087 0.6 0.4 0.0 -0.457
H 22.685 16.293 24.699 -0.3 0.4 0.3 0.248
H 22.736 15.249 20.828 -0.9 -0.2 -0.1 -0.081
H 25.053 21.058 18.332 0.1 1.0 1.0 0.207
H 8.683 17.630 15.902 0.4 -0.2 -0.1 0.237
N 23.321 23.000 14.837 3.7 4.3 -2.5 -0.319
H 23.364 20.697 8.233 -0.1 -0.4 0.1 0.228
S 19.474 17.968 18.147 0.1 3.8 1.7 0.082
H 19.840 13.937 24.700 0.5 0.4 -0.3 0.165
N 11.629 12.952 20.232 0.5 -6.3 2.4 -0.244
H 16.620 18.368 19.540 -0.2 0.5 0.4 -0.645
N 15.035 10.084 17.863 0.9 -1.6 -1.9 -0.287
H 22.405 22.102 16.707 -0.4 -0.1 0.1 -0.021
H 15.656 15.090 23.417 0.1 -0.4 0.0 0.378
H 18.354 16.368 21.748 0.0 0.1 0.4 -0.789
N 20.487 14.476 11.668 4.7 4.7 2.9 0.364
C 14.560 16.620 15.990 -0.3 0.2 -1.9 0.349
C 16.081 20.049 20.618 -0.9 -0.7 -1.3 -0.107
F 22.106 18.171 17.866 -0.3 -0.9 -1.0 0.055
F 20.210 15.059 20.052 -2.3 -1.3 -1.3 0.182
N 22.960 20.244 9.040 1.1 -3.2 -6.1 -0.352
H 16.736 12.006 17.464 -0.4 -0.6 -0.2 -0.099
C 18.916 23.690 12.662 -3.2 4.6 1.4 0.516
H 19.679 24.939 16.476 -0.3 -0.7 0.3 0.074
O 16.886 10.622 15.742 1.4 -0.2 0.3 -0.849
C 19.018 14.485 19.553 1.5 0.9 -0.8 -0.578
O 10.389 16.102 15.283 0.4 0.1 0.0 -0.706
C 18.524 17.084 23.726 -1.0 0.3 -2.9 0.156
O 20.578 10.250 17.247 -1.1 -2.2 -0.4 -0.776
C 13.487 17.628 22.254 3.4 5.4 2.2 0.601
H 20.145 15.272 16.861 1.4 -0.4 1.8 -0.128
N 19.562 22.627 12.768 5.8 -6.0 -1.1 0.143
N 21.547 17.864 22.365 -1.3 2.5 -3.0 -0.213
H 15.442 19.445 18.858 0.2 -0.2 -0.1 -0.159
C 21.788 21.923 19.562 -1.2 4.4 -5.7 0.332
N 23.227 17.859 14.225 -1.3 -0.4 2.7 0.472
N 17.240 17.011 23.853 -3.1 0.1 2.7 -0.019
H 15.735 9.832 17.179 -0.3 0.3 -0.4 0.226
H 23.792 12.517 12.450 0.6 -0.5 -0.4 0.176
H 22.621 20.907 20.914 0.6 -0.9 -0.2 0.227
C 20.371 12.737 23.201 -0.4 -1.3 -3.3 0.456
C 24.846 14.017 13.019 3.2 4.8 1.4 0.562
N 12.370 20.777 17.868 -6.4 -0.6 1.9 -0.482
H 22.322 20.574 11.957 -0.4 0.2 0.2 0.261
N 18.891 16.767 22.505 2.9 -1.2 -1.9 1.227
H 22.686 24.668 17.676 0.3 0.2 0.0 0.141
O 23.265 22.039 10.207 1.7 3.7 0.3 -0.707
H 22.421 18.105 14.783 0.8 -0.3 0.4 -0.256
H 25.373 12.707 11.657 -0.3 -0.1 0.1 0.240
H 16.976 17.642 24.596 -1.2 -0.3 -0.2 0.192
N 20.615 24.712 16.781 -3.1 -2.8 -1.0 0.154
O 21.070 12.479 22.244 2.0 -0.6 -1.2 -0.676
N 24.686 12.976 12.347 0.4 -6.0 -4.8 -0.323
N 19.051 17.196 11.250 2.5 -1.9 -7.9 -0.084
H 16.183 12.918 18.785 -0.2 -0.3 0.1 -0.549
H 20.100 11.149 20.576 0.7 0.0 0.0 -0.134
N 24.226 18.054 12.365 0.7 -0.3 -2.9 -0.314
H 18.639 12.330 24.159 0.2 -0.2 -0.2 0.177
H 16.239 11.724 13.697 0.4 0.0 -0.1 0.227
N 22.530 25.578 17.266 4.5 -0.3 1.1 -0.260
N 17.589 21.619 17.480 -1.2 -4.9 -2.8 1.321
N 19.588 10.563 19.933 5.3 3.1 -0.7 -0.099
N 22.515 20.941 19.910 3.1 -3.3 1.1 -0.167
H 21.435 13.961 16.579 -0.3 0.3 0.4 -0.695
C 19.630 13.719 11.192 -5.2 -4.4 0.5 0.614
N 12.915 16.545 22.028 -3.5 -5.1 -1.5 -0.189
H 17.028 8.949 20.167 0.2 0.0 -0.2 0.260
O 14.246 19.606 17.917 0.4 -4.2 0.6 -0.366
N 19.098 17.902 13.187 0.6 2.2 4.1 1.191
H 20.856 18.322 22.942 -0.1 0.0 -0.4 0.356
H 13.446 22.161 16.692 1.4 0.5 -1.0 0.188
O 14.526 11.287 19.555 -3.7 1.6 5.4 -0.767
N 25.292 15.719 16.220 2.1 -0.1 -3.8 -0.412
H 23.263 20.686 19.281 0.2 -0.1 0.7 0.063
O 16.896 15.158 18.065 1.5 0.1 0.1 -0.953
C 15.203 11.190 18.605 0.7 -2.5 -2.8 0.409
O 22.287 21.357 13.626 0.5 0.0 0.4 -0.667
H 16.334 19.696 12.165 0.3 -0.7 0.2 0.253
C 22.825 20.939 10.100 1.0 2.6 0.1 0.726
N 14.454 16.693 17.235 -2.2 0.8 6.9 1.238
H 11.448 17.689 17.736 0.8 -0.9 0.4 -0.167
O 17.776 23.797 17.271 0.2 -0.9 1.6 -0.857
H 12.095 18.678 21.199 0.2 0.3 0.2 0.147
N 17.233 11.791 13.867 -0.5 -0.3 -0.3 -0.286
H 17.312 21.577 16.510 0.2 0.4 -0.3 -0.293
H 24.491 20.063 16.728 -0.2 -0.5 -0.4 0.087
O 13.761 17.030 15.198 -1.1 0.9 -2.3 -0.805
H 20.792 23.793 17.161 0.2 0.3 0.0 -0.056
H 19.331 21.800 13.301 -0.3 0.4 -0.3 -0.022
N 25.215 20.337 19.021 -1.8 5.0 1.3 -0.421
F 18.353 13.972 20.545 -0.2 0.1 0.3 0.235
H 12.001 21.712 17.969 -0.3 -0.5 0.0 0.175
H 25.065 17.929 12.913 -0.1 -0.1 -0.7 0.103
H 24.177 17.725 14.541 -0.8 0.2 0.5 -0.170
C 21.316 25.806 16.832 -1.4 0.2 0.4 0.577
O 15.549 21.123 20.643 -1.6 3.2 -0.5 -0.753
O 18.672 13.201 11.750 -1.0 0.3 0.9 -0.734
H 23.468 15.043 18.526 0.5 0.4 0.8 -0.360
H 19.323 12.699 9.530 0.2 0.1 0.1 0.291
H 24.493 15.224 21.754 0.7 0.1 0.1 0.313
N 18.982 11.499 15.195 1.1 -0.8 1.3 0.056
H 21.593 20.820 15.811 0.2 0.8 0.5 -0.371
O 17.454 16.697 19.838 1.4 -0.6 -1.2 0.226
C 18.321 17.480 12.233 0.4 -0.6 3.0 0.135
N 16.701 19.595 21.646 3.0 -1.2 3.9 0.136
N 16.846 20.426 12.640 0.1 -0.4 -5.6 -0.241
C 15.211 13.486 22.240 -1.7 -2.3 -0.5 0.706
H 22.089 13.676 20.112 -0.6 0.9 0.5 -0.831
H 15.491 11.736 21.114 -0.6 0.2 -0.1 0.164
H 25.367 16.685 16.505 0.3 -0.7 -0.6 -0.027
C 22.581 21.952 14.674 -0.4 -0.3 -2.6 0.157
H 20.147 10.063 19.257 -0.4 0.2 -0.5 0.203
H 11.905 16.574 22.021 0.1 -0.8 -0.4 0.185
N 12.795 18.760 21.922 -0.4 0.3 -0.1 -0.415
N 22.181 21.640 15.837 -3.1 -4.4 3.8 1.192
H 17.099 18.670 21.568 0.2 0.4 0.7 -0.134
N 24.223 15.469 18.009 -1.2 0.5 2.4 0.101
O 24.084 13.811 16.556 -0.3 -1.5 -1.4 -0.719
F 19.252 13.504 18.640 0.2 1.5 1.1 0.740
H 13.168 19.669 22.154 0.1 -0.3 -0.3 0.271
H 15.764 15.945 14.749 0.8 -0.6 -0.1 0.078
H 16.311 18.488 13.854 -0.1 0.0 -0.5 0.002
N 9.495 17.675 16.501 -4.2 3.6 0.6 -0.360
H 12.653 15.654 19.690 0.9 0.0 -0.1 0.098
C 17.815 22.759 17.997 -0.5 3.9 -3.0 0.292
O 21.904 22.606 18.485 0.8 -1.2 1.1 -0.637
H 20.306 22.551 12.090 0.5 -0.3 0.6 -0.029
H 21.542 17.988 21.363 -0.1 0.3 0.1 -0.183
H 17.518 22.916 13.979 -0.1 -0.2 -0.3 0.243
H 24.211 17.872 11.372 0.8 0.1 0.1 0.276
H 18.876 15.976 15.818 -0.2 0.1 -0.4 -0.072
C 18.545 10.107 20.496 -0.2 0.3 2.7 0.648
H 23.299 26.230 17.211 -0.5 0.0 0.1 0.186
N 19.271 12.121 23.400 -4.4 -3.8 1.1 -0.282
H 20.172 22.937 20.140 0.1 -0.3 0.0 0.249
H 13.668 17.244 17.549 0.8 -0.1 0.8 -0.116
H 16.769 21.165 11.956 0.6 1.1 1.2 0.271
N 24.785 14.410 21.232 3.3 2.0 2.5 -0.271
H 19.901 16.780 22.506 -0.2 -0.5 -1.3 0.002
N 19.890 13.421 9.952 0.9 -1.4 -5.0 -0.557
C 22.455 17.111 22.926 1.9 -0.8 -1.1 0.402
C 25.380 19.233 18.397 2.8 -2.6 -1.4 0.557
H 19.415 11.147 16.037 0.2 -0.3 -0.1 0.081
N 17.862 9.355 19.768 -4.6 -5.0 -3.8 -0.309
N 22.746 14.264 20.605 -4.6 1.3 -0.6 0.898
H 15.209 16.257 17.745 -0.9 0.6 0.9 -0.284
H 25.433 15.308 15.308 1.3 1.2 -0.7 0.100
H 21.095 14.823 10.940 0.2 1.0 1.1 0.240
O 20.770 26.846 16.594 0.2 3.0 -0.9 -0.716
```
Positions in Å, forces in eV/Å.